{
  "formula": "C4H6O",
  "method": "ωB97M-V/def2-TZVPD",
  "charge": 0,
  "homo_lumo_gap_ev": 10.727,
  "de_lowest_kj_mol": 245.9,
  "energy_ev": -6289.3697,
  "symbols": ["H", "H", "H", "H", "C", "C", "H", "O", "C", "H", "C"],
  "coordinates": [[2.983950, 1.020109, -1.504577], [0.305221, -1.694318, -0.459087], [-1.852970, 0.845678, 1.088952], [-1.182897, -1.743971, 0.717067], [1.829579, 0.935601, -1.151772], [-0.597822, -1.139840, -0.100991], [-1.455311, -0.816466, -0.825878], [-1.117018, 1.277363, 0.576792], [0.914186, 0.790282, -0.399140], [0.333310, 0.238749, 1.544728], [-0.160229, 0.286814, 0.513907]],
  "forces_ev_per_a": [[-3.857, -0.077, 0.687], [-1.215, 0.519, -0.015], [0.701, 1.069, -0.671], [1.322, 0.906, -1.365], [4.741, 0.375, -1.026], [-2.366, 1.223, 1.726], [2.025, -1.014, 0.561], [-2.689, -0.769, 0.845], [-0.966, -0.793, 0.841], [-0.509, -0.591, -1.191], [2.814, -0.846, -0.393]]
}